2 unconnected molecules or ions with the total composition C3H5N3S in a non-equilibrium geometry. Source: the OMol25 dataset; level of theory: ωB97M-V with the def2-TZVPD basis set.

```
12
Properties=species:S:1:pos:R:3:forces:R:3:lowdin_charge:R:1
N -2.455207 -1.382462 -0.978356 0.6 -0.3 0.6 0.1760
N -2.724526 -0.458956 -0.410514 0.5 -2.9 -2.3 -0.7915
S -3.300173 0.841116 0.089803 -1.2 3.2 1.8 0.6571
C 1.621018 -1.413458 -0.371368 0.5 -0.7 -0.8 0.0303
C 1.187207 -0.162686 -0.176498 2.2 -0.8 -1.3 -0.3341
N 0.339392 0.235074 0.761391 -3.3 0.3 2.2 -0.0560
C 0.012034 1.455250 0.848224 1.6 0.7 0.1 -0.0721
H 1.171863 -2.389148 0.003300 0.6 1.7 -0.1 0.0826
H 2.526195 -1.471792 -1.030397 -1.2 -0.3 0.4 0.0627
H 1.636122 0.691572 -0.675671 0.6 -0.2 -0.6 0.0944
H -0.546364 1.804394 1.707105 -0.4 -0.1 -0.2 0.0575
H 0.532437 2.251096 0.232982 -0.7 -0.7 0.2 0.0931
```
Positions in Å, forces in eV/Å.

Results
- SMILES string: N#[N+][S-].C=CN=C
- Energy relative to the best compared isomer or geometry (same formula, charge and spin): 321.71 kJ/mol
- HOMO: -9.22 eV
- 2S+1: 1
- Total energy: -18494.564 eV